# 1
82
Properties=species:S:1:pos:R:3:mulliken_charge:R:1 method="wB97M-V/def2-TZVPD" total_charge=0 relative_energy_kcal_mol=14.03 orbital_gap_ev=7.388 homo_energy_ev=-8.50 e_lumo_ev=-1.109
Y -0.6119 0.9107 -1.8033 0.224
C 2.7132 1.7769 0.2010 -1.440
P 1.0287 1.2356 0.6533 1.855
C 1.3844 -0.3693 1.4978 0.010
N 1.5736 -0.3624 2.7881 -0.163
C 1.8225 -1.5450 3.4119 -0.003
C 2.0017 -1.5742 4.8113 -0.446
C 2.2629 -2.7624 5.4337 -0.584
C 2.3581 -3.9593 4.6917 -0.555
C 2.1857 -3.9553 3.3359 -0.323
C 1.9084 -2.7414 2.6720 -0.095
N 1.7150 -2.7380 1.3247 -0.257
C 1.4408 -1.6032 0.7421 -0.498
P 1.1495 -1.5658 -1.0871 1.472
C 2.9057 -1.5965 -1.5985 -1.746
C 0.5049 -3.2060 -1.7160 1.765
C 1.1353 -4.4735 -1.1402 -1.854
C 0.7934 -3.1398 -3.2278 -1.846
C -1.0125 -3.2544 -1.5285 -1.805
C 0.4736 2.4536 1.9437 1.711
C 0.0474 3.6907 1.1339 -1.787
C 1.5627 2.8457 2.9424 -1.876
C -0.7521 1.9039 2.6761 -1.686
H 3.4305 1.6346 1.0088 0.452
H 2.6654 2.8360 -0.0591 0.504
H 3.0316 1.2455 -0.6939 0.137
H 1.9275 -0.6420 5.3554 0.473
H 2.4015 -2.7935 6.5062 0.406
H 2.5692 -4.8855 5.2095 0.399
H 2.2517 -4.8564 2.7407 0.486
H 3.3614 -2.5545 -1.3425 0.470
H 3.4397 -0.8109 -1.0681 0.379
H 2.9964 -1.3935 -2.6615 0.402
H 2.2244 -4.4373 -1.1735 0.284
H 0.8074 -5.3275 -1.7390 0.512
H 0.8394 -4.6393 -0.1080 0.362
H 1.8558 -3.2507 -3.4430 0.364
H 0.4377 -2.2032 -3.6662 0.300
H 0.2658 -3.9615 -3.7162 0.540
H -1.3006 -3.3107 -0.4793 0.335
H -1.4033 -4.1468 -2.0236 0.596
H -1.5076 -2.3899 -1.9803 0.214
H 0.8572 4.0908 0.5215 0.331
H -0.2675 4.4746 1.8260 0.560
H -0.7881 3.4691 0.4663 0.312
H 2.4055 3.3305 2.4477 0.351
H 1.9248 1.9831 3.4983 0.192
H 1.1456 3.5651 3.6515 0.561
H -1.5451 1.6351 1.9760 0.128
H -1.1436 2.6818 3.3362 0.601
H -0.5066 1.0346 3.2849 0.249
F -4.5307 4.6429 -3.2062 -0.340
C -4.2424 3.6196 -2.3838 0.282
C -3.1882 2.7743 -2.6746 -0.238
C -2.8933 1.7026 -1.8292 -0.154
C -3.6945 1.5099 -0.6874 0.462
C -4.7186 2.4194 -0.4155 0.372
F -5.4527 2.3226 0.7226 -0.366
C -5.0156 3.4746 -1.2467 -0.799
C -3.4054 0.3551 0.1821 0.586
C -4.3881 -0.2400 0.9784 -0.846
C -4.0706 -1.3128 1.7880 -0.864
C -2.7664 -1.7838 1.7890 -1.504
C -1.8629 -1.1655 0.9483 -0.904
N -2.1446 -0.1344 0.1536 1.150
H -2.5893 2.9943 -3.5511 0.491
H -5.8094 4.1677 -1.0099 0.490
H -5.3948 0.1421 0.9484 0.553
H -4.8296 -1.7743 2.4058 0.411
H -2.4514 -2.6131 2.4065 0.581
H -0.8465 -1.5271 0.9180 1.083
O 2.3088 3.7298 -2.8170 -0.587
P 0.7898 3.6663 -3.3068 0.548
O 0.3049 4.9329 -3.8313 -0.747
O 0.0033 2.9389 -2.2062 0.144
O 0.8834 2.5372 -4.5199 -0.412
P 1.1609 1.0096 -4.1632 0.585
O 1.8979 0.4483 -5.4388 -0.566
O -0.1840 0.3241 -3.9272 -0.608
O 2.0093 0.9172 -2.9309 -0.544
H 2.6141 2.8212 -2.6500 0.447
H 1.5394 0.7521 -6.2778 0.319

# 2
74
Properties=species:S:1:pos:R:3:mulliken_charge:R:1 method="wB97M-V/def2-TZVPD" total_charge=+1 orbital_gap_ev=5.260 homo_energy_ev=-9.77 e_lumo_ev=-4.508
C -3.9322 -0.2788 2.3359 -0.910
C -3.1472 -1.4243 1.7261 -1.034
C -1.6312 -1.2962 1.9265 -0.741
C -1.0551 0.0928 1.9865 1.010
N 0.2908 0.1391 2.0628 -0.043
C 1.0709 -1.0947 2.1064 -0.784
C 2.5434 -0.6786 2.1848 -0.572
C 2.5838 0.8505 2.1651 -0.818
C 1.1185 1.3136 2.2666 0.234
C -1.9111 1.2582 1.9358 0.194
C -3.4161 1.0283 1.7366 -1.366
H -4.9978 -0.4022 2.1158 0.394
H -3.8191 -0.2653 3.4262 0.339
H -3.4882 -2.3867 2.1266 0.410
H -3.3364 -1.4267 0.6458 0.313
H -1.3898 -1.8334 2.8616 0.356
H -1.1532 -1.8643 1.1106 0.296
H 0.8062 -1.7025 2.9868 0.313
H 0.8960 -1.7085 1.2107 0.328
H 2.9837 -1.0642 3.1089 0.290
H 3.1016 -1.1048 1.3477 0.273
H 3.1604 1.2425 3.0101 0.318
H 3.0517 1.2306 1.2503 0.324
H 0.9031 2.1313 1.5644 -0.023
H 0.9944 1.6808 3.2948 -0.094
H 0.0974 3.1832 3.4360 0.487
H -3.6435 1.0201 0.6547 0.352
H -3.9726 1.8784 2.1568 0.410
C -2.5470 7.4944 -1.7820 -1.176
N -2.3402 6.0852 -1.9519 0.146
C -2.9074 5.4723 -3.1410 -1.027
C -4.2665 4.9196 -2.8292 1.038
F -4.8578 4.2700 -3.8659 -0.262
F -4.2103 4.0373 -1.7742 -0.230
F -5.1055 5.9312 -2.4252 -0.269
C -1.7322 5.3646 -0.9781 1.073
C -1.1738 4.0884 -1.2539 -1.010
C -1.0216 3.1890 -0.2226 -0.120
C -1.3998 3.5449 1.0959 1.818
C -1.6001 2.5235 2.1050 -1.407
C 0.2895 3.7891 4.3267 0.045
C -0.2508 3.4493 5.5708 -0.771
C -0.2570 4.4013 6.5861 -0.561
C 0.4387 5.6234 6.4006 1.629
N 0.5061 6.5268 7.4128 0.200
C -0.1011 6.2704 8.6957 -1.272
C 1.3588 7.6963 7.3177 -1.287
C 0.5738 8.8324 6.7423 1.097
F 1.2942 9.9793 6.6089 -0.280
F 0.0506 8.5322 5.5059 -0.262
F -0.5095 9.1009 7.5491 -0.275
C 1.0585 5.9058 5.1545 -0.452
C 1.0651 4.9372 4.1535 -1.788
C -1.6764 4.9054 1.3793 -0.837
C -1.8057 5.8209 0.3639 -0.690
H -1.6943 7.9260 -1.2444 0.442
H -2.6252 7.9594 -2.7674 0.322
H -3.4524 7.7073 -1.1942 0.382
H -3.0328 6.2641 -3.8843 0.405
H -2.2832 4.6466 -3.4880 0.291
H -0.9059 3.8252 -2.2784 0.380
H -0.6395 2.1816 -0.4058 0.498
H -1.8683 2.9884 3.0707 0.533
H -0.6504 2.4472 5.7585 0.473
H -0.7562 4.1812 7.5301 0.305
H -1.1550 5.9783 8.5629 0.384
H 0.4129 5.4677 9.2543 0.377
H -0.0575 7.1860 9.2953 0.397
H 1.6402 7.9888 8.3328 0.453
H 2.2375 7.5054 6.6945 0.403
H 1.5133 6.8698 4.9682 0.270
H 1.6752 5.0888 3.2641 0.423
H -1.8241 5.2249 2.4166 0.494
H -2.1083 6.8527 0.5595 0.444

# 3
79
Properties=species:S:1:pos:R:3:mulliken_charge:R:1 method="wB97M-V/def2-TZVPD" total_charge=0 smiles="CC[C@H](F)[Si@](O[Si@@H](S)[PH2]=S)([PH2]=O)[C@@H](C)F.Fc1ccccc1.Fc1ccccc1.Fc1ccccc1.Fc1ccccc1" orbital_gap_ev=9.001 homo_energy_ev=-8.79 e_lumo_ev=0.216
C -1.0274 -3.4300 2.1496 -1.259
C 0.4921 -3.2774 2.0211 -0.041
C 1.0030 -1.8894 2.4723 0.126
F -0.0588 -0.9845 2.6531 -0.224
Si 2.2579 -1.0770 1.2966 0.079
O 3.2003 -2.3081 0.7037 -0.316
Si 3.6877 -2.6888 -0.8286 0.565
S 5.6012 -3.5565 -0.6916 -0.313
P 2.3666 -4.2996 -1.7878 0.166
S 3.3209 -5.4718 -3.0310 -0.359
P 3.5679 0.3493 2.5263 0.323
O 3.3148 1.7982 2.2527 -0.621
C 1.3223 -0.1031 -0.0263 0.346
C 0.2024 -0.9272 -0.6686 -1.055
F 0.7438 0.9776 0.6585 -0.272
H -1.3204 -4.4506 1.8828 0.407
H -1.3731 -3.2209 3.1661 0.320
H -1.5562 -2.7397 1.4838 0.252
H 0.9903 -4.0425 2.6279 0.491
H 0.7761 -3.4757 0.9795 -0.323
H 1.4876 -2.0031 3.4537 0.467
H 3.6904 -1.4731 -1.6620 -0.112
H 5.2473 -4.6094 -1.4646 0.092
H 1.7666 -4.9462 -0.6872 0.061
H 1.2742 -3.6176 -2.3600 -0.005
H 3.3459 -0.0414 3.8709 0.058
H 4.9090 -0.0370 2.2872 0.086
H 1.9774 0.3369 -0.7887 0.506
H -0.1221 -0.4885 -1.6121 0.302
H -0.6463 -0.9278 0.0266 0.276
H 0.4929 -1.9726 -0.8267 0.053
F -3.4326 2.0019 4.0228 -0.329
C -2.1948 2.4519 4.3373 0.250
C -2.0845 3.5246 5.1999 -0.252
C -0.8095 3.9793 5.5130 -0.396
C 0.3126 3.3700 4.9672 -0.705
C 0.1636 2.2946 4.1008 -0.039
C -1.1012 1.8177 3.7826 -0.707
H -2.9722 3.9825 5.6088 0.453
H -0.6974 4.8190 6.1875 0.370
H 1.3021 3.7366 5.2060 0.417
H 1.0366 1.8339 3.6575 0.284
H -1.2415 0.9853 3.1076 0.629
F -0.4021 -1.1451 -3.6106 -0.239
C -1.5421 -1.1963 -4.3409 0.518
C -1.8955 -0.0908 -5.0871 -0.499
C -3.0665 -0.1539 -5.8310 -0.280
C -3.8516 -1.2991 -5.8145 -0.625
C -3.4658 -2.3925 -5.0509 -0.318
C -2.2970 -2.3508 -4.3021 -0.476
H -1.2678 0.7894 -5.0790 0.415
H -3.3640 0.6996 -6.4262 0.358
H -4.7630 -1.3392 -6.3957 0.375
H -4.0762 -3.2860 -5.0344 0.351
H -1.9719 -3.1900 -3.7026 0.410
F -5.0814 4.4919 6.2542 -0.320
C -5.7251 5.5093 5.6407 0.510
C -6.5995 6.2818 6.3781 -0.561
C -7.2512 7.3260 5.7352 -0.280
C -7.0247 7.5755 4.3882 -0.592
C -6.1393 6.7770 3.6761 -0.289
C -5.4755 5.7297 4.3006 -0.373
H -6.7592 6.0635 7.4249 0.421
H -7.9394 7.9472 6.2939 0.351
H -7.5372 8.3903 3.8945 0.367
H -5.9616 6.9666 2.6254 0.353
H -4.7799 5.0927 3.7711 0.400
F 5.1187 -2.3204 -3.7362 -0.155
C 5.4322 -2.5605 -5.0295 0.442
C 6.7649 -2.6402 -5.3790 -0.548
C 7.0786 -2.8884 -6.7086 -0.294
C 6.0723 -3.0492 -7.6517 -0.628
C 4.7413 -2.9642 -7.2646 -0.330
C 4.4070 -2.7194 -5.9398 -0.460
H 7.5272 -2.5092 -4.6234 0.417
H 8.1171 -2.9575 -7.0058 0.359
H 6.3247 -3.2426 -8.6858 0.369
H 3.9540 -3.0912 -7.9965 0.356
H 3.3793 -2.6596 -5.6091 0.443

# 4
103
Properties=species:S:1:pos:R:3:mulliken_charge:R:1 method="wB97M-V/def2-TZVPD" total_charge=0 smiles="O=C1OC[C@@H](F)O1.O=C1OC[C@@H](F)O1.O=C1OC[C@@H](F)O1.O=C1OC[C@@H](F)O1.O=C1OC[C@@H](F)O1.O=C1OC[C@@H](F)O1.O=C1OC[C@@H](F)O1.O=C1OC[C@@H](F)O1.O=C1OC[C@@H](F)O1.COC[PH4]" orbital_gap_ev=8.035 homo_energy_ev=-7.81 e_lumo_ev=0.227
C 0.7927 -5.7582 0.2409 -0.614
O 1.3257 -5.4341 1.5133 -0.227
C 2.5039 -4.6386 1.4863 -1.044
P 2.1358 -2.7721 1.2556 0.507
H -0.2947 -5.6734 0.2799 0.054
H 1.1486 -5.0826 -0.5381 0.375
H 1.0649 -6.7848 -0.0319 0.312
H 3.2215 -5.0065 0.7362 0.479
H 2.9734 -4.7457 2.4714 0.399
H 3.5413 -2.5616 1.0607 -0.019
H 1.5147 -2.7480 2.5431 0.000
H 1.3195 -3.0541 0.1261 -0.023
H 1.8714 -1.3683 1.0787 -0.195
C -1.2726 -5.3478 -4.5011 -0.464
C -2.0084 -5.6046 -3.1972 0.319
O -1.1855 -4.9470 -2.2539 -0.164
C -0.4872 -3.9700 -2.8918 0.481
O 0.1259 -3.1133 -2.3480 -0.391
O -0.6037 -4.1141 -4.2299 -0.335
F -2.0708 -6.9201 -2.8902 -0.285
H -0.5349 -6.1346 -4.6676 0.290
H -1.9161 -5.2355 -5.3676 0.272
H -3.0141 -5.1843 -3.1443 0.283
C -1.4131 -5.6924 3.1863 -0.257
C -1.5657 -7.1734 2.9017 0.369
O -2.8925 -7.2557 2.4002 -0.377
C -3.2218 -6.0525 1.8740 0.793
O -4.1778 -5.8424 1.1995 -0.591
O -2.3118 -5.1183 2.2224 -0.321
F -1.4666 -7.9328 4.0154 -0.305
H -1.7634 -5.4668 4.1951 0.278
H -0.4056 -5.3232 3.0179 0.174
H -0.8805 -7.5652 2.1480 0.271
C -4.7873 -3.5830 4.0630 0.335
C -4.5265 -2.0995 4.2268 0.221
O -4.2975 -1.9821 5.6166 -0.319
C -3.8525 -3.1829 6.0830 0.613
O -3.3727 -3.3596 7.1495 -0.520
O -4.0259 -4.1399 5.1379 -0.336
F -5.6021 -1.3547 3.8761 -0.252
H -5.8469 -3.7930 4.2117 -0.113
H -4.4506 -3.9845 3.1123 0.066
H -3.6534 -1.7230 3.6903 0.259
C 0.7925 -0.0808 -2.5419 -0.442
C 0.9198 1.4161 -2.7551 0.643
O 1.3083 1.8785 -1.4772 -0.319
C 1.9157 0.8552 -0.8154 0.601
O 2.5259 0.9622 0.1931 -0.518
O 1.7234 -0.3065 -1.4826 -0.237
F -0.2577 1.9988 -3.0962 -0.323
H -0.2146 -0.3255 -2.2016 0.226
H 1.0583 -0.6862 -3.4011 0.287
H 1.6759 1.7152 -3.4810 0.079
C 2.7844 5.2397 -3.6437 -0.433
C 3.7351 5.7728 -4.7017 0.287
O 4.6777 4.7227 -4.8218 -0.385
C 4.0714 3.5550 -4.4440 0.664
O 4.5107 2.4746 -4.6355 -0.497
O 2.8996 3.8273 -3.8336 -0.199
F 4.3856 6.8920 -4.3014 -0.266
H 3.1448 5.5050 -2.6479 0.284
H 1.7502 5.5438 -3.7679 0.314
H 3.2811 5.9589 -5.6761 0.280
C -6.9697 1.2590 1.7916 -0.169
C -7.9418 1.0381 0.6481 0.472
O -7.2854 1.6762 -0.4331 -0.351
C -5.9478 1.6863 -0.1798 0.633
O -5.1123 1.9496 -0.9774 -0.523
O -5.7166 1.3389 1.1061 -0.310
F -9.1368 1.6456 0.8614 -0.319
H -7.1815 2.2171 2.2707 0.273
H -6.9451 0.4527 2.5156 0.066
H -8.1163 -0.0062 0.3980 0.277
C -9.8994 -4.5273 2.5900 -0.477
C -9.2934 -4.2394 3.9528 0.329
O -8.2737 -3.3090 3.6381 -0.229
C -8.5962 -2.6874 2.4722 0.528
O -8.0425 -1.7280 2.0490 -0.393
O -9.6310 -3.3154 1.8797 -0.336
F -8.7331 -5.3350 4.5124 -0.290
H -9.3637 -5.3520 2.1169 0.303
H -10.9674 -4.7182 2.6019 0.275
H -9.9737 -3.7854 4.6752 0.264
C 8.2578 5.7039 -2.6731 -0.487
C 6.9443 5.0337 -2.3111 0.828
O 6.5364 5.7671 -1.1677 -0.335
C 7.1071 6.9957 -1.2176 0.685
O 6.8069 7.9139 -0.5297 -0.505
O 8.0650 7.0295 -2.1726 -0.320
F 7.0988 3.7341 -1.9777 -0.300
H 9.0769 5.2246 -2.1341 0.290
H 8.4652 5.7379 -3.7377 0.301
H 6.1699 5.1152 -3.0724 -0.216
C 8.9337 10.2781 -0.7720 -0.123
C 9.7624 10.7118 0.4220 0.339
O 10.7205 11.5697 -0.1605 -0.325
C 10.2111 12.0621 -1.3269 0.639
O 10.6849 12.9551 -1.9426 -0.502
O 9.0882 11.3895 -1.6603 -0.351
F 10.3987 9.6714 1.0158 -0.281
H 9.3758 9.3883 -1.2235 0.088
H 7.8856 10.1020 -0.5619 0.231
H 9.2132 11.2620 1.1883 0.281